Computed, not measured: a structure of composition C32H53Ge2MnNOPS, with ωB97M-V/def2-TZVPD.

Results
E_HOMO (alpha / beta): -10.0 / -10.4 eV
Gap between HOMO and LUMO (alpha / beta): 7.358 / 6.700 eV
E_LUMO (alpha / beta): -2.6 / -3.7 eV
Multiplicity: 6
Net charge: +1
Relative energy (zero: lowest compared OMol25 entry of this formula, charge and spin): 11.2 kcal per mole

Last column: natural (NBO) charge in e.
CARTESIAN COORDINATES (ANGSTROEM)
Mn 0.602 -0.478 0.246  1.25
C 1.026 2.292 -3.999  -0.61
C 1.191 1.174 -2.972  -0.81
Ge 0.059 1.521 -1.368  1.02
C 0.785 3.151 -0.466  -0.79
C -0.187 4.323 -0.506  -0.62
C -1.741 1.911 -2.000  -0.61
C -2.600 0.883 -1.949  -0.42
Ge -1.688 -0.698 -1.185  1.21
C -1.220 -2.024 -2.600  -0.82
C -2.420 -2.589 -3.359  -0.61
C -2.432 -1.437 0.550  -0.80
C -3.829 -0.970 0.953  -0.62
C -3.971 0.885 -2.504  -0.03
C -4.769 -0.252 -2.410  -0.21
C -6.054 -0.279 -2.929  -0.20
C -6.568 0.844 -3.555  -0.19
C -5.785 1.986 -3.665  -0.20
C -4.503 2.006 -3.151  -0.19
H 1.682 2.149 -4.858  0.22
H 1.260 3.271 -3.573  0.20
H 0.001 2.332 -4.371  0.21
H 2.242 1.080 -2.684  0.20
H 0.911 0.213 -3.409  0.22
H 1.694 3.402 -1.021  0.22
H 1.099 2.945 0.559  0.22
H -0.386 4.639 -1.531  0.21
H 0.220 5.183 0.028  0.22
H -1.147 4.070 -0.052  0.21
H -2.021 2.864 -2.438  0.21
H -0.648 -2.837 -2.155  0.23
H -0.552 -1.516 -3.299  0.23
H -3.114 -3.108 -2.694  0.20
H -2.083 -3.314 -4.101  0.23
H -2.972 -1.811 -3.884  0.22
H -1.735 -1.164 1.348  0.22
H -2.368 -2.525 0.484  0.24
H -3.944 0.110 0.846  0.21
H -4.026 -1.228 1.995  0.22
H -4.609 -1.442 0.356  0.22
H -4.380 -1.146 -1.935  0.20
H -6.649 -1.179 -2.846  0.22
H -7.571 0.830 -3.962  0.22
H -6.177 2.864 -4.161  0.22
H -3.913 2.905 -3.261  0.21
C -1.725 2.209 2.013  -0.60
C -1.329 1.166 3.050  -0.71
P 0.263 0.341 2.658  0.75
C 1.563 1.563 3.112  -0.70
C 1.727 1.924 4.584  -0.61
C 0.405 -1.023 3.888  -0.70
C -0.273 -0.828 5.242  -0.61
H -2.695 2.643 2.256  0.23
H -1.796 1.777 1.009  0.20
H -1.002 3.027 1.973  0.21
H -2.090 0.385 3.122  0.24
H -1.261 1.619 4.042  0.24
H 1.344 2.461 2.526  0.23
H 2.497 1.162 2.706  0.23
H 0.807 2.327 5.008  0.21
H 2.499 2.684 4.702  0.23
H 2.024 1.059 5.177  0.21
H 1.478 -1.202 4.009  0.24
H 0.010 -1.920 3.409  0.24
H 0.037 0.091 5.737  0.21
H -0.027 -1.660 5.902  0.23
H -1.357 -0.804 5.140  0.21
C 0.614 -2.605 0.510  -1.01
C 1.984 -3.145 0.458  0.11
C 2.629 -3.357 -0.774  -0.29
C 3.915 -3.851 -0.840  -0.14
C 4.613 -4.135 0.337  -0.24
C 3.997 -3.923 1.573  -0.17
C 2.708 -3.433 1.625  -0.21
C 5.960 -4.611 0.276  0.27
N 7.053 -4.964 0.220  -0.30
H 0.148 -2.848 1.467  0.20
H 0.009 -3.085 -0.261  0.22
H 2.095 -3.149 -1.696  0.21
H 4.387 -4.026 -1.798  0.23
H 4.532 -4.157 2.484  0.23
H 2.232 -3.300 2.590  0.20
C 5.138 -0.547 0.530  -0.81
S 3.931 0.072 -0.646  1.30
C 4.326 1.826 -0.547  -0.81
O 2.605 -0.065 0.082  -1.10
H 6.137 -0.370 0.132  0.25
H 4.969 -1.618 0.634  0.27
H 5.003 -0.043 1.487  0.24
H 5.341 1.971 -0.918  0.25
H 4.237 2.165 0.484  0.24
H 3.628 2.363 -1.186  0.25

Cartesian forces (eV/Å) of the 3 atoms listed first:
0.5 -0.7 0.6
0.0 0.1 0.0
0.0 0.0 0.2